Here is 2 unconnected molecules or ions with the total composition C4H6O from the OMol25 dataset. Energies are from wB97M-V/def2-TZVPD.

Results
Net charge: 0
Spin multiplicity: 1
HOMO-LUMO gap: 10.91 eV
Relative energy (zero: lowest compared OMol25 entry of this formula, charge and spin): 2.499 eV
SMILES: C#CC.C=O
LUMO energy: 1.0 eV

Each atom is followed by the atoms it is bonded to, with distances in Å.
Positions of all 11 atoms, in Å:
1 C -0.871 1.071 0.936  C2 1.199, H4 1.064
2 C -1.026 0.149 0.184  C1 1.199, C3 1.450
3 C -1.090 -0.984 -0.718  C2 1.450, H5 1.103, H6 1.055, H7 1.125
4 H -1.067 1.570 1.854  C1 1.064
5 H -0.078 -1.048 -1.151  C3 1.103
6 H -1.291 -1.951 -0.348  C3 1.055
7 H -1.936 -0.801 -1.435  C3 1.125
8 C 1.863 0.509 0.123  O9 1.207, H10 1.061, H11 1.092
9 O 2.306 -0.570 0.436  C8 1.207
10 H 1.211 0.706 -0.691  C8 1.061
11 H 1.980 1.349 0.811  C8 1.092